The following is a quantum chemistry calculation of a structure of composition C41H42ClIN10ORb, from the OMol25 dataset.

## Properties
Highest occupied orbital energy (eV): -4.263
Gap between HOMO and LUMO (eV): 6.19
F_max (eV/Å): 0.3
Charge: -1
Energy above the lowest of the compared OMol25 structures with the same formula, charge and spin (kJ/mol): 0.00
M (g mol⁻¹): 938.68

Geometry (Å):
I (7.0924, 0.6916, -2.4098)
Rb (1.4348, 0.8217, -0.5376)
Cl (7.5826, 5.7992, 0.0358)
O (4.1670, 1.1534, -1.2104)
N (-0.1943, 0.5843, 1.9229)
N (1.6020, -2.2761, -1.5730)
N (-0.5912, 2.9929, 0.1688)
N (-3.1010, -2.7478, -0.4471)
N (-2.9291, -0.5620, -1.1994)
N (-7.7466, 3.7398, 5.5120)
N (-0.9722, -1.6746, -0.7503)
N (1.8833, -4.3504, -2.7098)
N (3.0530, -2.4460, -3.3582)
N (3.0666, 3.2745, 0.1228)
C (1.0911, -2.8522, -0.4022)
C (-2.0269, 2.2269, 2.0317)
C (3.5386, -1.1106, -3.0561)
C (-0.2066, -2.5320, 0.0433)
C (4.8927, 2.1570, -0.9717)
C (5.1914, 4.4382, 0.0912)
C (-1.7592, 3.0376, 0.9136)
C (-2.2555, -1.6923, -0.7795)
C (4.5984, 5.4816, 0.8349)
C (-0.7641, 3.8545, -0.8182)
C (-4.5498, 4.0999, 4.1343)
C (6.2418, 2.2857, -1.3594)
C (7.0444, 3.3880, -1.0512)
C (1.9046, -3.6543, 0.4018)
C (-2.0352, 4.4905, -0.7787)
C (0.2019, -3.7861, 2.0826)
C (2.9666, -5.2969, -2.8430)
C (0.2722, -0.3031, 2.7661)
C (-1.2959, 1.1562, 2.5424)
C (-4.3171, 1.6448, 2.8544)
C (3.2836, 5.3930, 1.1994)
C (2.1423, -2.9993, -2.4866)
C (4.3737, 3.3275, -0.2336)
C (-6.7889, 3.4893, 4.9268)
C (-4.0109, -0.6848, -2.1574)
C (-2.6665, 3.9785, 0.3306)
C (2.9799, -2.7457, -4.7750)
C (-3.4024, 3.7935, 3.4247)
C (-5.5906, 3.1756, 4.1947)
C (-3.2735, 2.5641, 2.7830)
C (0.5946, -4.9049, -2.3802)
C (1.4654, -4.1330, 1.6263)
C (-2.1455, 0.6482, -1.3475)
C (-4.2690, -2.5284, 0.3770)
C (-1.4916, 0.5386, 3.8296)
C (-2.6992, -4.1258, -0.5713)
C (-5.4752, 1.9463, 3.5496)
C (-0.4850, -0.3774, 3.9747)
C (-0.6129, -2.9830, 1.3013)
C (6.5417, 4.4407, -0.3395)
C (2.5451, 4.2624, 0.8104)
H (-2.2553, 0.7921, 4.5488)
H (-0.1378, -4.1060, 3.0598)
H (2.9099, -3.8672, 0.0555)
H (3.0710, -5.9031, -1.9339)
H (-2.4106, 5.2300, -1.4697)
H (-5.1521, -3.0084, -0.0583)
H (0.5519, -5.3426, -1.3757)
H (-1.5717, -2.6547, 1.6848)
H (2.1216, -4.7430, 2.2347)
H (-4.4604, -1.4629, 0.4723)
H (2.5510, -3.7300, -4.9392)
H (2.7939, -0.3388, -3.2809)
H (-2.4674, -4.5819, 0.3978)
H (5.1971, 6.3400, 1.1091)
H (-4.1163, -2.9490, 1.3796)
H (-0.2902, -1.0211, 4.8192)
H (3.9804, -2.7169, -5.2100)
H (2.8092, 6.1781, 1.7738)
H (3.8143, -1.0256, -2.0114)
H (-3.5074, -4.6978, -1.0395)
H (-4.4962, -1.6529, -2.0688)
H (-6.2900, 1.2364, 3.6006)
H (1.4940, 4.1667, 1.0634)
H (-1.5381, 0.6288, -2.2622)
H (0.3451, -5.6823, -3.1092)
H (-0.1530, -4.1164, -2.4489)
H (0.0286, 4.0350, -1.5360)
H (4.4268, -0.9082, -3.6536)
H (1.1329, -0.9124, 2.5141)
H (-2.5880, 4.5030, 3.3639)
H (-4.2088, 0.6900, 2.3565)
H (-1.8125, -4.2022, -1.1921)
H (-4.6478, 5.0496, 4.6430)
H (-3.6588, 4.2132, 0.6846)
H (3.8999, -4.7657, -3.0127)
H (2.3614, -2.0063, -5.3003)
H (-2.8123, 1.5107, -1.3808)
H (2.7944, -5.9766, -3.6846)
H (8.0767, 3.4079, -1.3745)
H (-1.4921, 0.7605, -0.4895)
H (-3.6372, -0.5772, -3.1843)
H (-4.7522, 0.0981, -1.9853)

***

The following is a quantum chemistry calculation of an isolated molecule of C3H6N4 at a distorted geometry, from the OMol25 dataset.

## Properties
Highest occupied orbital energy (eV): -7.531
Gap between HOMO and LUMO (eV): 8.07
F_max (eV/Å): 3.5
Energy above the lowest of the compared OMol25 structures with the same formula, charge and spin (kJ/mol): 212.21
M (g mol⁻¹): 98.11
SMILES: Nc1cncn1N

Geometry (Å):
N (-0.5562, 1.5476, -0.5142)
N (2.4017, -0.2534, 0.2257)
N (-1.0588, -1.4564, 0.1460)
N (0.2676, -0.6545, 0.0203)
C (1.4836, -1.1737, 0.2171)
C (1.7852, 0.9391, 0.0035)
C (0.4283, 0.7139, -0.1702)
H (-1.0553, -2.2741, -0.4897)
H (-1.7825, -0.7728, -0.1429)
H (-0.3999, 2.4349, -0.1570)
H (-1.4840, 1.0976, -0.4066)
H (1.6313, -2.1827, 0.3522)
H (2.4145, 1.8340, 0.0893)

***

The following is a quantum chemistry calculation of a structure of composition C5H20InN10O5 at a distorted geometry, from the OMol25 dataset.

## Properties
Highest occupied orbital energy (eV): -15.408
Gap between HOMO and LUMO (eV): 1.17
F_max (eV/Å): 7.8
Charge: +3
Energy above the lowest of the compared OMol25 structures with the same formula, charge and spin (kJ/mol): 983.59
M (g mol⁻¹): 415.10

Geometry (Å):
In (-1.1135, 0.1793, -0.4237)
O (1.0579, -0.0301, -6.5061)
O (0.3803, 5.5732, 2.4256)
O (1.8022, 0.0477, 5.3895)
O (-7.1303, -2.0207, 0.2508)
O (3.4378, -3.8195, -1.2870)
N (1.6166, 6.5733, 4.0223)
N (-9.0267, -3.0552, 0.6829)
N (1.6507, 7.2048, 1.8961)
N (0.1679, 0.6471, -8.4539)
N (3.3398, 0.5208, 6.8569)
N (3.7013, -5.0903, -3.1273)
N (1.2686, 0.1009, 7.4764)
N (2.0939, -0.3472, -8.3575)
N (-8.9230, -0.8994, 0.6395)
N (4.4944, -5.7358, -1.1878)
C (2.0848, 0.2881, 6.5192)
C (1.0260, 0.0774, -7.7505)
C (3.8389, -4.8321, -1.8260)
C (1.2174, 6.3806, 2.7589)
C (-8.2740, -2.0222, 0.4754)
H (0.4208, -0.3304, 7.1368)
H (1.3652, 5.8685, 4.7006)
H (3.4462, 0.7620, 7.8319)
H (-0.5982, 1.1889, -8.0801)
H (-9.9698, -2.9062, 0.3537)
H (1.7853, 8.1918, 2.0631)
H (-8.3471, -0.1458, 0.2922)
H (2.9187, -0.6866, -7.8836)
H (0.2750, 1.0025, -9.3933)
H (1.5376, 0.3856, 8.4074)
H (3.9960, -6.0124, -3.4154)
H (2.3303, -0.2353, -9.3330)
H (-9.9306, -0.8710, 0.5769)
H (4.8257, -5.3195, -0.3293)
H (2.3795, 7.2240, 4.1436)
H (3.0733, -4.5812, -3.7327)
H (-8.5290, -3.9335, 0.6517)
H (1.4487, 6.9563, 0.9382)
H (4.7440, -6.5957, -1.6550)
H (4.1174, 0.2972, 6.2524)